Record 1
Computed, not measured: a 2-piece molecular cluster, C3H9NOS overall at a distorted geometry, with the ωB97M-V functional and the def2-TZVPD basis.

F_max, eV/A: 1.65
Electronic energy, eV: -17629.4697
Relative energy (zero: lowest compared OMol25 entry of this formula, charge and spin), kJ/mol: 70.93
Total charge: 0
Structure (SMILES): NC=O.CSC
Kohn-Sham gap, eV: 9.17

The geometry in XYZ format:
```
15
C3H9NOS | the Open Molecules 2025 dataset | the ωB97M-V functional and the def2-TZVPD basis
C -1.972 0.717 -1.473
S -1.194 1.591 -0.027
C 0.527 1.403 -0.529
H -2.153 -0.290 -1.122
H -2.887 1.202 -1.791
H -1.270 0.872 -2.280
H 0.626 0.584 -1.236
H 1.148 1.102 0.318
H 1.027 2.272 -0.955
C 1.036 -1.602 0.862
N 0.887 -1.339 2.216
O 0.191 -2.142 0.206
H 2.040 -1.365 0.478
H 1.687 -0.963 2.665
H 0.306 -2.040 2.667
```

Quick look at the Löwdin charges, all values in e: C -0.377; S 0.714; C -0.469; H 0.023; H 0.021; H 0.021; H 0.027; H 0.007; H 0.031; C -0.442; N 0.113; O 0.024; H 0.126; H 0.074; H 0.107

***

Record 2
Computed, not measured: a 2-piece molecular cluster, C3H9NOS overall at a distorted geometry, with the ωB97M-V functional and the def2-TZVPD basis.

F_max, eV/A: 4.39
Electronic energy, eV: -17626.2598
Relative energy (zero: lowest compared OMol25 entry of this formula, charge and spin), kJ/mol: 380.63
Total charge: 0
Kohn-Sham gap, eV: 7.70

The geometry in XYZ format:
```
15
C3H9NOS | the Open Molecules 2025 dataset | the ωB97M-V functional and the def2-TZVPD basis
C 0.898 -0.038 1.246
O 2.269 -0.249 1.057
C 0.045 0.135 -0.065
C -1.447 0.325 0.108
S -2.416 0.354 -1.394
N 0.297 -0.924 -1.012
H 0.515 -0.810 1.928
H 0.826 0.932 1.811
H 2.417 -1.057 0.702
H 0.449 1.074 -0.491
H -1.646 1.247 0.678
H -1.786 -0.530 0.748
H -0.683 1.355 -2.140
H 0.876 -0.572 -1.772
H -0.614 -1.243 -1.404
```

Quick look at the Löwdin charges, all values in e: C -0.232; O -0.024; C -0.529; C -0.663; S 0.632; N -0.005; H 0.118; H 0.132; H 0.022; H 0.102; H 0.072; H 0.097; H 0.180; H 0.072; H 0.026

***

Record 3
Computed, not measured: a 2-piece molecular cluster, C3H9NOS overall at a distorted geometry, with the ωB97M-V functional and the def2-TZVPD basis.

F_max, eV/A: 2.60
Electronic energy, eV: -17629.1697
Relative energy (zero: lowest compared OMol25 entry of this formula, charge and spin), kJ/mol: 99.88
Total charge: 0
Structure (SMILES): NC=O.CCS
Kohn-Sham gap, eV: 9.86

The geometry in XYZ format:
```
15
C3H9NOS | the Open Molecules 2025 dataset | the ωB97M-V functional and the def2-TZVPD basis
C 0.890 -2.456 0.712
C 0.562 -3.681 1.607
S 0.638 -5.099 0.485
H 0.063 -2.320 0.046
H 1.781 -2.620 0.137
H 1.106 -1.594 1.267
H 1.381 -3.861 2.359
H -0.360 -3.564 2.222
H 1.995 -4.878 0.444
C -1.511 4.963 -2.160
N -1.179 4.935 -0.825
O -0.815 5.436 -3.035
H -2.368 4.238 -2.516
H -1.879 5.025 -0.064
H -0.304 5.474 -0.679
```

Quick look at the Löwdin charges, all values in e: C -0.203; C -0.632; S 0.653; H 0.058; H 0.046; H 0.044; H 0.067; H 0.076; H -0.109; C -0.439; N 0.077; O -0.002; H 0.146; H 0.107; H 0.111

***

Record 4
Computed, not measured: C3H9NOS as an isolated structure at a distorted geometry, with the ωB97M-V functional and the def2-TZVPD basis.

F_max, eV/A: 4.77
Electronic energy, eV: -17624.8766
Relative energy (zero: lowest compared OMol25 entry of this formula, charge and spin), kJ/mol: 514.09
Total charge: 0
Kohn-Sham gap, eV: 9.46

The geometry in XYZ format:
```
15
C3H9NOS | the Open Molecules 2025 dataset | the ωB97M-V functional and the def2-TZVPD basis
C 1.367 0.381 0.744
C 0.605 -0.877 0.329
C -0.889 -0.959 0.624
H 0.028 1.623 -0.597
H 1.701 1.644 -0.865
H 0.991 0.589 1.769
H 2.486 0.391 0.771
H 1.098 -1.848 0.781
H 0.756 -0.520 -1.696
H -1.025 -1.088 1.745
H -1.215 -1.847 -0.231
H -0.384 1.482 0.292
N 1.015 1.632 -0.122
O 1.185 -1.152 -0.976
S -1.720 0.381 -0.219
```

Quick look at the Löwdin charges, all values in e: C -0.189; C -0.522; C -0.591; H -0.010; H 0.079; H 0.109; H 0.131; H 0.171; H 0.133; H 0.097; H 0.140; H 0.071; N -0.076; O -0.130; S 0.587

***

Copy entry 4 word for word.
Computed, not measured: C3H9NOS as an isolated structure at a distorted geometry, with the ωB97M-V functional and the def2-TZVPD basis.

F_max, eV/A: 4.77
Electronic energy, eV: -17624.8766
Relative energy (zero: lowest compared OMol25 entry of this formula, charge and spin), kJ/mol: 514.09
Total charge: 0
Kohn-Sham gap, eV: 9.46

The geometry in XYZ format:
```
15
C3H9NOS | the Open Molecules 2025 dataset | the ωB97M-V functional and the def2-TZVPD basis
C 1.367 0.381 0.744
C 0.605 -0.877 0.329
C -0.889 -0.959 0.624
H 0.028 1.623 -0.597
H 1.701 1.644 -0.865
H 0.991 0.589 1.769
H 2.486 0.391 0.771
H 1.098 -1.848 0.781
H 0.756 -0.520 -1.696
H -1.025 -1.088 1.745
H -1.215 -1.847 -0.231
H -0.384 1.482 0.292
N 1.015 1.632 -0.122
O 1.185 -1.152 -0.976
S -1.720 0.381 -0.219
```

Quick look at the Löwdin charges, all values in e: C -0.189; C -0.522; C -0.591; H -0.010; H 0.079; H 0.109; H 0.131; H 0.171; H 0.133; H 0.097; H 0.140; H 0.071; N -0.076; O -0.130; S 0.587

***

electronic energy of number 4 (C3H9NOS)? -17624.8766 eV

***

The highest relative energy (zero: lowest compared OMol25 entry of this formula, charge and spin) belongs to which entry? number 4

***

Among the records above, which one has the lowest electronic energy? number 1